No. 1
C24H40NO9 | ωB97M-V/def2-TZVPD

```
74
Properties=species:S:1:pos:R:3:mulliken_charge:R:1
O -1.94 0.35 -3.43 -0.6501
H -2.02 -1.04 3.19 0.3462
C -4.05 0.79 2.51 -1.1219
H 8.08 1.52 2.58 0.2924
O 1.88 -1.57 -1.87 -0.5714
H 8.15 -1.51 2.78 0.2735
C -6.51 0.64 -1.26 -0.3149
H 3.73 1.73 1.68 0.3570
O -2.60 1.35 2.07 -0.3266
C 1.27 -0.67 0.73 -0.0787
H -0.60 3.71 -1.92 0.2724
C -1.02 -3.50 -2.22 -0.8334
H -7.67 1.53 0.35 0.2232
C -2.94 0.06 1.46 0.7569
C 0.03 -0.42 1.70 -0.0494
H -1.99 3.03 -4.41 0.2763
H -5.70 1.36 -1.08 0.3167
N -0.95 -1.47 1.35 -0.4059
C -2.16 -1.29 2.10 -0.7716
H 2.92 -1.95 2.49 0.3921
C 7.58 0.56 2.64 -0.3621
C -0.47 -2.11 -2.01 1.0624
O 5.48 1.13 3.67 -0.5208
H 0.39 -0.47 2.77 -0.0061
H -7.04 0.58 -3.36 0.2731
C 3.18 -0.86 2.55 -0.9686
C -7.49 0.56 -0.11 -0.3917
O 7.02 -0.01 4.85 -0.3573
H -4.27 1.88 2.64 0.3298
C -1.27 1.34 -3.34 0.5654
C 1.01 -2.32 -2.20 0.3854
C -7.40 1.00 -2.43 -0.4284
H 2.08 1.73 2.42 0.2904
H -7.17 -0.14 0.66 0.3238
H 9.05 0.30 5.06 0.2638
H 2.82 -0.36 3.48 0.3171
H 4.31 -0.79 2.54 -0.0458
H 9.54 -0.43 2.78 0.3111
H 0.99 -0.27 -0.28 -0.1111
H 1.01 2.97 -1.92 0.2056
H -0.25 -3.88 -4.22 0.2190
H -0.82 -1.40 -2.76 -0.3135
H 1.03 2.68 -4.27 0.2920
O 1.24 -3.51 -2.84 -0.4205
H -3.21 0.03 0.33 0.0985
H -2.91 -2.09 1.89 0.3321
H 3.40 -0.31 0.46 0.2510
H 7.12 0.30 1.68 0.2473
O -8.72 0.10 -0.70 -0.3570
C 2.65 1.46 1.49 -1.0595
H -0.35 0.62 1.41 0.0221
H 8.54 -1.40 5.12 0.3151
H -0.93 1.96 -5.37 0.2729
H 0.15 4.21 -4.19 0.3413
C 0.12 3.16 -3.89 -0.5864
C 0.03 2.96 -2.40 -0.3169
C 6.55 0.61 3.73 0.5196
H -7.54 2.08 -2.52 0.2722
H -0.68 -1.74 -1.00 -0.2520
C 8.51 -0.54 3.12 -0.5120
C -0.02 -4.11 -3.18 -0.4686
H -4.80 0.71 1.62 -0.0331
O -9.65 0.17 -2.75 -0.5858
C 8.37 -0.44 4.63 -0.4543
H 0.06 -5.19 -3.06 0.3865
H 1.39 -1.79 0.58 0.2111
H -6.05 -0.34 -1.43 0.1976
C -1.10 2.40 -4.39 -0.5023
C -8.72 0.38 -2.03 0.4593
H -2.04 -3.51 -2.60 0.3822
C 2.63 -0.11 1.27 0.3549
O -0.58 1.68 -2.22 -0.2006
H -1.01 -4.05 -1.27 0.3173
H 2.28 1.95 0.56 0.0517
```

Summary:
2S+1: 1
Gap between HOMO and LUMO in eV: 4.670
Charge: -1
ΔE to the lowest compared entry with this formula, charge and spin in kJ/mol: 172.54
Total energy in Ha: -1670.1989
HOMO energy in eV: -2.438

No. 2
C24H41BBeCl3F11KLiN2O11S2 | ωB97M-V/def2-TZVPD

```
98
Properties=species:S:1:pos:R:3:mulliken_charge:R:1
O -5.23 3.96 -4.70 -0.3193
H -1.47 -1.13 -1.91 0.6753
C -0.13 1.31 -1.54 -1.9819
H 4.71 -5.83 -0.36 0.3227
C -7.05 6.92 -5.75 -1.4476
H -3.45 -3.33 -0.53 0.5099
C 2.57 -7.42 3.80 0.5817
H 2.40 -0.45 -0.53 0.1788
Cl 4.26 -3.63 -1.05 -0.1349
H 0.94 -0.40 -2.40 0.4035
S 1.81 -5.95 3.01 1.1090
C 6.54 -1.01 1.17 -0.7178
H -3.31 0.62 2.99 0.2935
C -1.12 0.54 -0.60 4.7805
C -2.05 -1.79 0.12 2.3719
O -4.38 4.69 -2.75 -0.4184
Cl 3.20 -6.14 -2.13 -0.1950
H -3.34 -1.96 -1.68 0.3123
F 4.03 -2.90 5.29 -0.2150
C 1.14 0.59 -2.00 -1.2386
H 0.32 0.41 0.95 -1.3458
C 4.74 0.07 -0.94 0.2750
C -1.52 -0.06 1.88 2.1558
H -6.01 4.15 -6.63 0.3024
H 5.42 -0.31 -1.70 0.2876
C 2.31 0.56 -0.97 -0.4013
H 7.52 -0.63 0.90 0.3755
F -1.58 8.86 -1.02 -0.3471
H -1.76 -3.61 1.32 0.5083
F 1.89 -8.52 3.51 -0.2313
H -1.67 1.30 3.58 0.4967
H 4.26 -0.76 -0.43 -0.2538
C 3.83 -5.31 -0.70 0.3436
S 2.66 -3.39 3.09 1.2915
H -0.24 -2.91 0.70 0.2145
F -0.59 2.40 4.01 -0.8825
C -0.58 -0.75 2.87 -2.1703
O 1.52 -2.71 3.65 -0.7049
C -4.97 4.90 -3.77 0.4039
H -1.32 -3.73 -0.36 0.5957
H 6.24 -1.73 0.40 0.1783
H 6.55 -1.49 2.14 0.2958
C 3.67 0.93 -1.59 -1.2141
O -5.44 6.09 -4.13 -0.2590
F 2.62 -7.30 5.13 -0.2411
H 5.07 -8.35 5.38 0.3836
C -2.31 0.97 2.72 -1.2523
H 3.89 1.97 -1.42 0.2796
F 3.84 -7.61 3.38 -0.2470
C -0.72 0.76 0.87 -1.2995
Li 1.21 -0.76 0.36 0.3939
O 4.87 0.46 2.10 -0.4116
H -6.73 7.96 -5.77 0.3656
H -0.68 1.70 -2.38 0.6119
C -1.17 -0.99 -0.87 -2.6371
F -2.67 6.87 -1.35 -0.3442
H -2.49 2.14 -0.38 0.8098
H -7.18 4.28 -5.30 0.2959
K -3.73 3.35 -0.69 1.1078
H 3.66 0.74 -2.66 0.5730
C 4.11 -2.69 3.98 0.4133
F 4.18 -1.39 3.76 -0.1965
O 1.87 -6.22 1.59 -0.7184
H -5.03 6.30 -6.13 0.2494
H -2.72 1.24 -1.90 0.7241
C -5.87 6.01 -5.50 0.5062
F -3.15 8.68 -2.67 -0.3851
H 0.10 -1.48 2.41 0.1717
O 0.50 -5.87 3.57 -0.6504
C -1.30 -3.07 0.51 -2.1747
H 0.20 2.18 -0.97 0.4959
O 5.53 0.86 -0.02 -0.3284
C 5.59 0.14 1.17 0.4193
H -0.69 1.81 1.13 1.0004
H 1.52 1.15 -2.85 0.6667
H -0.17 -1.43 -0.81 0.1843
H -2.45 1.88 2.12 0.0361
C -6.17 4.54 -5.63 -0.4629
Be 6.90 2.19 2.33 0.0429
F -3.81 8.66 -0.46 -0.3125
C -2.51 1.13 -0.82 -4.0778
H -7.78 6.83 -4.94 0.3547
H 2.06 1.28 -0.19 0.6767
N -2.52 -0.97 1.26 0.5594
F 5.26 -3.26 3.56 -0.2455
H 3.06 -5.32 0.07 -0.3107
O -3.14 -1.69 2.11 -0.6129
B -2.78 8.27 -1.39 0.4782
C -3.34 -2.26 -0.63 -1.7877
Cl -5.77 8.36 0.37 -0.1028
H -4.22 -1.81 -0.17 0.3923
O 2.90 -3.14 1.69 -0.4957
H -1.12 -1.15 3.72 0.4944
N 2.86 -4.89 3.53 -0.4514
O 5.92 -8.69 5.70 -0.3974
H -7.53 6.68 -6.69 0.3820
H -3.30 0.51 -0.40 0.7841
H 0.04 0.06 3.26 0.5052
```

Summary:
Expectation value of S²: 1.7591
2S+1: 2
Gap between HOMO and LUMO (alpha / beta) in eV: 5.840 / 4.950
Charge: -1
Total energy in Ha: -5798.7022
HOMO energy (alpha / beta) in eV: -5.285 / -5.280

No. 3
C24H41BrO31S6 | ωB97M-V/def2-TZVPD

```
103
Properties=species:S:1:pos:R:3:mulliken_charge:R:1
H 2.82 4.60 -8.71 0.2811
H -0.70 1.96 3.08 0.2045
O -4.47 0.05 -2.77 -0.2581
H -1.74 1.81 0.26 0.5091
O -2.93 -2.01 9.36 -0.5565
C -2.98 -1.03 -4.19 -0.3784
C 0.76 0.33 4.28 -1.8466
H -4.24 -5.84 0.85 0.3011
S -1.76 -2.12 8.58 1.1110
O -6.35 -5.56 -0.88 -0.3019
O -1.64 -3.16 7.62 -0.5378
O 1.84 1.78 1.63 -0.3413
O -0.41 -1.55 -4.97 -0.5772
S 4.28 2.61 -7.07 1.0850
H 1.12 -1.46 8.45 0.2774
H 3.89 -1.41 -4.24 0.3154
C 1.89 3.26 -7.27 -0.2532
O 3.99 1.07 1.40 -0.5954
H 1.57 3.28 -6.22 0.1955
H 0.95 -0.77 10.08 0.3193
O 2.80 2.17 -7.45 -0.3149
H -2.54 4.04 2.54 0.3398
C -0.47 0.00 8.61 -0.0931
H -5.64 -7.43 -0.38 0.3067
H 2.76 0.35 -3.03 0.0280
C 0.64 1.00 1.73 1.1311
C 2.94 -1.10 -4.64 -0.1821
C 0.41 -1.42 2.51 -0.8072
S -5.74 -4.10 -1.03 1.0712
C 0.29 -2.32 3.72 0.0169
Br 0.48 0.14 -0.05 0.0207
H -5.04 2.46 0.71 0.3821
O 4.02 4.19 -7.08 -0.3312
H -1.06 -3.01 4.86 0.3707
C -1.85 1.50 1.30 -1.1496
H 1.02 -1.94 1.78 0.5943
H 0.90 3.20 3.66 0.3315
O -0.50 -2.13 9.55 -0.3331
O -0.99 -2.40 4.10 -0.4154
H -3.81 3.69 0.50 0.3591
H -2.29 -1.48 -3.47 0.1956
O 2.47 -0.09 2.63 -0.3775
O -4.22 -4.50 -0.73 -0.2022
O -4.09 2.29 -3.77 -0.6231
H 6.09 2.33 -0.24 0.3522
C 5.92 1.44 -0.84 -0.0065
H -3.57 2.13 -0.29 -0.0137
H 0.07 0.69 7.96 0.1571
O 1.59 2.66 4.08 -0.4991
H -4.68 -1.96 -3.19 -0.0852
H 2.35 5.40 -7.18 0.3054
C -0.55 1.90 2.00 -0.7228
C 6.86 0.30 -0.49 -0.3519
S 0.54 -1.23 -3.96 1.0681
C 2.72 4.48 -7.63 -0.3144
H 2.96 -1.09 -5.73 0.2341
O 4.56 2.22 -5.73 -0.4135
H 2.94 1.08 -4.65 -0.0241
C 2.87 0.93 1.84 0.3578
H -0.29 0.13 4.50 0.5634
O -2.67 0.37 -4.31 -0.2469
C -4.14 -5.85 -0.24 -0.3248
C -3.19 2.08 1.83 0.7732
C -3.09 3.16 2.90 -1.6756
O 1.22 -2.88 4.29 -0.6142
O 7.85 0.59 -3.67 -0.5597
H -0.25 2.89 1.65 0.3839
H -0.98 0.56 9.40 0.2708
H -2.85 -1.50 -5.16 0.4598
O 6.87 -0.51 -1.68 -0.3707
O 0.84 1.90 6.06 -0.5835
H 4.87 1.15 -0.76 0.0713
O -2.54 1.37 -2.08 -0.3973
O 1.08 0.24 -4.23 -0.2502
H 1.03 3.12 -7.92 0.3480
H -3.78 1.26 2.24 0.3539
C 1.04 1.71 4.87 -0.1631
O 5.49 -0.11 -3.65 -0.3879
C 0.42 -1.08 9.19 -0.3350
H -3.17 -6.26 -0.52 0.2902
H -5.08 -6.79 -1.95 0.2780
O -5.81 -3.68 -2.39 -0.5784
C -5.30 -6.54 -0.91 -0.3600
O 5.15 2.25 -8.13 -0.5775
O -1.45 -0.73 7.85 -0.2370
C 1.05 -0.04 2.81 1.9949
H 6.50 -0.30 0.34 0.3124
O 1.91 -2.01 -4.18 -0.3630
H 7.87 0.65 -0.30 0.2849
H -1.94 0.41 1.31 0.1181
O -6.25 -3.28 0.00 -0.5431
C -3.97 2.61 0.60 -0.9848
H -4.09 3.46 3.21 0.4643
S 6.63 0.39 -2.98 0.9372
C -4.41 -1.05 -3.70 0.0671
H -2.59 2.80 3.80 0.3350
S -3.43 1.18 -3.17 0.8474
H -5.12 -0.85 -4.52 0.3147
H 1.37 -0.34 4.88 1.0433
H -0.60 -1.27 2.12 0.3267
O 6.24 1.73 -2.21 -0.3403
C 2.52 0.25 -4.09 0.2747
O 0.21 -1.35 -2.59 -0.5352
```

Summary:
2S+1: 1
Gap between HOMO and LUMO in eV: 10.706
Total energy in Ha: -8234.6090
HOMO energy in eV: -10.559

No. 4
C24H41F3LuO3P2S | ωB97M-V/def2-TZVPD

```
75
Properties=species:S:1:pos:R:3:mulliken_charge:R:1
H 3.42 -0.52 3.45 0.0563
C 3.02 -1.54 3.44 -1.2432
H -3.19 0.26 0.18 0.9319
C 1.12 0.45 -1.66 -1.1983
C -2.89 1.69 -3.16 -1.0978
H -0.13 1.20 3.91 0.4089
H -1.97 0.38 3.11 0.3100
H -5.43 2.95 -1.28 0.4276
O 3.89 0.59 0.67 -0.7489
C 1.97 -2.03 -0.94 -1.3705
F 5.54 2.41 2.49 -0.1864
H 3.71 -2.17 2.85 0.4484
C -0.61 -1.21 2.62 0.7351
H -0.85 3.54 -2.85 0.3579
H 0.68 0.17 5.09 0.3429
H 0.75 3.29 -3.58 0.5334
H 1.42 1.21 -0.87 -0.1976
S 3.54 2.07 0.77 1.1494
C -0.30 -2.48 2.04 0.6847
C 1.07 -2.75 2.27 0.5090
C -1.26 -3.43 1.41 -1.6398
H -0.93 -3.73 0.41 0.1902
C 1.65 -1.60 2.88 0.3326
C -4.45 2.46 -1.30 -0.6213
H -2.69 -0.93 2.14 0.4231
H -0.39 0.30 -4.97 0.3600
H 0.91 1.54 -4.91 0.4364
H 0.47 -2.07 -3.35 0.4200
H -4.22 0.45 -1.98 0.2629
P -0.04 1.23 -2.75 0.9991
C -3.49 2.83 -0.45 -0.7599
C 1.75 -4.05 2.09 -1.5788
C 0.71 0.50 4.04 -1.4012
H 1.22 -0.13 -4.35 0.4698
C 0.48 0.67 -4.40 -1.3763
H -3.08 1.62 -4.23 0.5774
H 3.06 -1.91 4.47 0.3591
H 0.60 3.38 -1.81 0.3667
P 0.30 -1.17 -1.06 1.5026
H 2.35 -2.07 -1.97 0.8491
H -1.45 2.44 -1.07 -0.3463
H 2.00 0.17 -2.28 0.8453
H -1.49 0.29 0.54 -1.8122
H -2.35 -1.18 3.85 0.3652
H -0.10 -3.28 -2.16 0.5461
H -1.83 -0.07 -3.61 1.0477
H 1.42 -4.78 2.84 0.3670
H -1.25 -2.13 -2.88 0.3083
H 2.82 -1.62 -0.29 0.1460
O 4.08 2.92 -0.24 -0.5343
C 0.60 -0.64 3.11 0.5043
C -2.22 0.58 -0.23 1.8948
F 3.89 3.84 2.70 -0.1876
H -3.65 3.70 0.19 0.4293
H 2.83 -3.94 2.20 0.3390
C -1.79 0.65 -2.77 0.1929
H -2.55 2.73 -3.03 0.1148
F 3.68 1.79 3.45 -0.1893
C 4.20 2.55 2.45 0.5954
H 1.74 -3.05 -0.63 0.4045
H -5.04 1.53 -3.12 0.4557
H -1.67 2.49 0.64 0.5894
H -2.26 -3.00 1.31 0.3520
C -2.04 -0.12 -1.51 -2.3396
C -0.21 -2.23 -2.50 -1.4430
H -2.49 -1.12 -1.61 0.3435
C -4.22 1.47 -2.39 -0.6755
Lu 1.77 -0.16 0.65 0.8163
O 2.04 2.11 1.02 -0.6981
H -1.36 -4.35 2.01 0.3969
C -1.97 -0.71 2.93 -1.6847
H 1.64 1.06 3.90 0.0615
C 0.11 3.02 -2.73 -1.2276
C -2.16 2.14 -0.28 -0.3321
H 1.55 -4.49 1.10 0.3296
```

Summary:
2S+1: 1
Gap between HOMO and LUMO in eV: 6.096
Charge: +1
ΔE to the lowest compared entry with this formula, charge and spin in kJ/mol: 224.01
Total energy in Ha: -3780.4784
HOMO energy in eV: -9.039

No. 5
C24H41F3O3P2STb | ωB97M-V/def2-TZVPD

```
75
Properties=species:S:1:pos:R:3:mulliken_charge:R:1
H -3.22 1.54 -2.00 0.2580
S -0.84 3.41 0.11 1.1868
H -2.53 -2.05 -4.03 0.4965
H 0.93 -3.96 -0.06 0.3507
H -3.10 -1.67 0.67 0.4297
H -0.86 -1.59 -4.51 0.0935
F -0.23 4.95 2.21 -0.1851
H 1.62 -0.68 -5.29 0.2072
H -1.13 -2.53 -3.03 0.2282
C -1.89 -0.18 2.76 -1.4723
H -1.76 -0.58 3.77 0.3160
F -2.37 4.45 2.05 -0.1887
H -1.45 -1.41 -6.35 0.3992
H -1.81 -0.16 -7.53 0.4133
C 1.14 0.46 3.08 -1.4949
C 0.56 -0.35 2.00 0.7490
H 2.52 1.59 -5.05 1.2923
Tb -0.16 0.71 -0.69 -0.2535
H 1.46 2.97 -6.94 0.3834
C -0.59 2.58 -6.36 -1.3081
C 0.27 -0.22 -6.93 -1.2307
H -0.15 -3.27 -1.27 0.3389
C -1.12 3.99 1.87 0.4294
H -0.99 3.61 -6.43 0.5130
O 0.52 2.77 0.17 -0.5912
H 3.48 2.61 -2.56 0.4938
C 2.76 -1.24 0.96 -1.5999
H -2.25 -2.55 -0.62 0.2597
P -1.69 -0.24 -2.65 1.1992
C -1.54 -1.73 -3.66 -0.8540
H -1.88 0.92 2.84 0.1046
H 3.08 -1.41 -0.08 0.1523
H 1.56 -2.78 -1.21 0.1766
H -2.36 -3.24 1.01 0.3302
O -1.78 2.25 -0.07 -0.5591
C 0.34 -1.94 0.33 0.4278
O -0.99 4.53 -0.77 -0.5791
H 0.96 -0.01 4.06 0.3161
C -0.97 -1.62 0.82 0.5658
C 0.68 -3.04 -0.60 -1.4670
C 2.38 2.57 -2.67 -1.0724
C 1.53 1.43 -5.48 -0.2525
C 1.13 0.17 -5.78 -0.2207
C -1.40 1.83 -5.35 -0.3813
H 2.23 0.57 2.96 0.3899
C -0.17 0.88 -3.07 1.1941
H 1.06 3.51 -5.31 0.2868
H -4.06 0.09 -2.53 0.4118
C -0.82 -0.65 1.86 0.7349
H 2.35 -1.25 -3.54 0.3638
H -1.81 2.44 -4.54 0.9085
H -0.43 1.95 -3.16 0.5914
H -2.71 0.15 -5.11 1.0029
H 3.67 -0.68 -2.52 0.4981
P 1.84 0.85 -2.43 1.2674
H 1.94 3.22 -1.90 0.2738
H 0.04 0.48 -4.05 -1.7999
C -1.77 0.53 -5.53 -0.6112
C 0.91 2.68 -6.02 -1.0705
C 2.92 -0.35 -3.25 -1.4783
F -0.95 2.95 2.74 -0.1598
C -3.22 0.75 -2.76 -1.4498
C -1.24 -0.36 -6.61 -1.2981
H 2.10 2.95 -3.66 0.1029
H -0.72 2.14 -7.37 0.3238
H -2.88 -0.49 2.41 0.3910
H -3.39 1.22 -3.74 0.5037
H 3.24 -0.33 1.32 0.4402
H 0.41 0.47 -7.78 0.3821
C -2.23 -2.30 0.45 -1.6464
H 3.42 0.06 -4.13 0.5189
H 0.69 1.46 3.11 0.1168
H 3.14 -2.08 1.56 0.3336
C 1.28 -1.14 1.05 0.6481
H 0.62 -1.22 -7.28 0.4288
```

Summary:
Expectation value of S²: 12.6965
2S+1: 7
Gap between HOMO and LUMO (alpha / beta) in eV: 6.525 / 6.588
Charge: +1
ΔE to the lowest compared entry with this formula, charge and spin in kJ/mol: 0.00
Total energy in Ha: -3369.4636
HOMO energy (alpha / beta) in eV: -9.786 / -9.819

No. 6
C24H41FeSn | ωB97M-V/def2-TZVPD

```
67
Properties=species:S:1:pos:R:3:mulliken_charge:R:1
H -0.84 0.26 -4.57 -0.0274
C -1.52 -1.12 -6.11 -1.3263
H -1.49 0.03 1.82 -0.7256
C 1.38 0.25 2.08 0.7114
C 0.90 1.02 -1.75 0.1822
C 0.57 -0.42 -1.40 -0.8044
C 2.94 2.54 -2.46 -1.3176
H 0.31 -4.82 3.36 0.3874
C -0.84 2.14 2.85 1.0555
H -0.93 -3.04 2.01 -0.0095
C 2.37 1.14 -2.19 -0.5226
H -2.57 0.40 -4.96 0.4009
H -3.83 0.84 1.77 0.3443
C -2.98 1.53 1.63 -1.4284
H 0.77 -0.44 1.51 -0.0618
H -2.25 -3.54 -0.41 0.4402
Sn -1.42 -1.01 -0.73 0.2325
H -1.08 -1.70 -3.34 0.0284
H 2.43 1.46 0.49 0.0139
C 0.61 -4.50 2.37 -1.2788
H 3.99 2.45 -2.78 0.3656
H 1.12 -0.58 4.15 0.5283
H 2.51 0.55 -3.11 0.5472
H -0.51 3.24 0.90 0.6500
H -3.75 -1.14 -2.26 0.4208
H -1.36 -4.67 1.57 0.4055
H 0.26 1.44 -2.51 0.4796
C -2.78 -0.65 -2.41 -1.3347
C -1.75 -0.31 -4.82 -0.2218
H -2.65 -2.11 -4.02 0.3746
H 0.38 -4.54 -0.28 0.4456
H -2.35 -1.83 -6.26 0.3232
C -0.12 -3.66 0.12 -0.3200
H -2.06 0.55 3.31 0.5170
C 2.58 1.16 3.88 -0.7578
C 0.68 3.95 2.67 -1.0957
H 3.00 0.67 -1.42 0.2845
H 0.93 -1.12 -2.18 0.4869
Fe 1.09 2.00 2.91 -0.1593
H 0.66 -2.89 0.14 0.0863
H 1.27 3.98 4.87 0.4229
C 2.29 1.27 1.54 0.1975
H -1.16 -3.57 -1.82 0.3778
C 3.03 1.84 2.66 -0.9395
C -0.21 3.12 1.92 -0.3409
C 0.68 3.55 4.05 -0.6380
H 2.98 1.29 4.89 0.4664
H -1.45 -0.46 -6.98 0.3968
H 1.38 -3.73 2.50 0.2455
C -0.54 -3.96 1.56 -0.1013
H 0.77 1.66 -0.87 -0.4901
H 2.39 3.05 -3.27 0.3516
H 1.08 -5.34 1.86 0.3321
C 1.58 0.17 3.51 -0.7089
H 1.14 -0.65 -0.48 0.0323
H -2.86 1.56 0.56 0.2133
H 3.81 2.59 2.55 0.4481
C -2.05 -1.26 -3.64 -0.0317
H -0.59 -1.70 -6.03 0.2889
C -1.28 -3.21 -0.79 -1.3603
C -1.77 0.99 2.41 0.2933
H -3.27 2.52 2.01 0.3917
H 1.28 4.78 2.27 0.4852
H -2.94 0.42 -2.55 0.3925
H 2.93 3.16 -1.56 0.2119
H -0.58 1.97 5.11 0.4457
C -0.30 2.44 4.17 -0.7028
```

Summary:
2S+1: 1
Gap between HOMO and LUMO in eV: 4.771
Charge: -1
Total energy in Ha: -2416.9790
HOMO energy in eV: -2.062

no.,molar mass (u)
1,486.6
2,978.9
3,1097.9
4,703.6
5,687.5
6,504.1